22
Properties=species:S:1:pos:R:3 method="wB97M-V/def2-TZVPD" gap_ev=9.48 e_above_lowest_kj_mol=114.80 homo_energy_ev=-9.091 e_lumo_ev=0.39 total_charge=0 e_tot_ev=-32525.3585
C -1.07 -1.97 0.99
C -0.86 -1.50 -0.10
C 0.21 0.28 -3.67
C 0.94 0.60 -2.52
C -0.90 -0.59 -3.72
C 0.56 0.03 -1.31
C -1.22 -1.19 -2.49
C -0.46 -0.90 -1.36
C 0.09 1.94 3.63
O 2.55 0.66 3.03
O 0.27 -0.47 3.05
F -0.80 1.30 4.36
F 0.86 2.75 4.41
F -0.68 2.73 2.87
S 1.20 0.74 2.50
H -1.32 -2.59 1.85
H 0.56 0.81 -4.51
H 1.93 1.02 -2.59
H -1.62 -0.87 -4.55
H 1.13 0.43 -0.49
H -2.11 -1.88 -2.47
H 0.72 -1.31 3.10